Entry 1:
ORCA calculation (ωB97M-V with the def2-TZVPD basis set) on a cluster of 2 separate species, C4H8NO3 in total.

ORCA input file:
```
! wB97M-V def2-TZVPD RIJCOSX def2/J DEFGRID3
* xyz -1 1
C 0.311 -0.223 -3.325
H -0.241 0.481 0.186
O 0.407 -0.646 -0.953
H -0.621 0.284 -3.053
C -0.575 0.777 2.217
H -2.220 0.500 3.518
N -0.706 1.066 0.889
H 0.103 -0.896 -4.157
O 0.408 0.240 2.676
H -2.427 1.867 2.517
H 1.091 0.467 -3.635
C 0.756 -1.069 -2.084
H -1.344 1.947 3.953
O 1.605 -1.955 -2.337
H -1.193 1.865 0.526
C -1.668 1.352 3.106
*
```

## Properties
* LUMO level: 3.502 eV
* Kohn-Sham gap: 7.74 eV
* E: -437.77414 a.u.
* HOMO energy: -4.2406 eV
* ΔE to the lowest compared entry with this formula, charge and spin: 0.853 eV

Entry 2:
ORCA calculation (ωB97M-V with the def2-TZVPD basis set) on a cluster of 2 separate species, C4H8NO3 in total.

ORCA input file:
```
! wB97M-V def2-TZVPD RIJCOSX def2/J DEFGRID3
* xyz -1 1
H 0.881 0.805 1.352
C -1.460 0.808 -0.477
N 1.379 -1.083 -0.632
C 2.088 -0.831 0.513
O 2.919 -1.716 0.789
H 2.594 1.119 1.155
C 1.885 0.333 1.440
H -3.545 0.509 0.079
C -2.928 0.378 -0.788
H 0.533 -0.530 -0.988
O -0.705 0.505 -1.440
H -2.794 -0.656 -1.084
H -3.149 0.762 -1.826
O -1.261 1.464 0.563
H 1.681 -1.881 -1.155
H 1.882 0.014 2.498
*
```

## Properties
* LUMO level: 4.071 eV
* Kohn-Sham gap: 8.81 eV
* E: -437.77850 a.u.
* HOMO energy: -4.7370 eV
* ΔE to the lowest compared entry with this formula, charge and spin: 0.734 eV

Entry 3:
ORCA calculation (ωB97M-V with the def2-TZVPD basis set) on a structure of composition C4H8NO3.

ORCA input file:
```
! wB97M-V def2-TZVPD RIJCOSX def2/J DEFGRID3
* xyz -1 1
H 1.394 -1.800 0.919
C 0.230 -1.007 -0.723
O 1.133 1.543 0.809
O -0.291 1.667 -1.194
H 0.504 0.141 2.094
O -2.471 0.672 1.117
H -2.465 -0.586 -0.408
C 1.420 -0.987 0.205
H 0.393 -0.524 -1.767
H 2.566 -0.871 -0.109
C -0.525 -0.095 0.120
N -1.848 -0.077 0.210
H -0.200 -1.977 -1.043
H 0.481 1.550 -0.316
C 0.725 0.302 0.954
H -1.048 2.051 -0.867
*
```

## Properties
* LUMO level: 4.070 eV
* Kohn-Sham gap: 7.45 eV
* E: -437.55520 a.u.
* HOMO energy: -3.3840 eV
* ΔE to the lowest compared entry with this formula, charge and spin: 6.811 eV

Entry 4:
ORCA calculation (ωB97M-V with the def2-TZVPD basis set) on the ion C4H8NO3 with charge -1.

ORCA input file:
```
! wB97M-V def2-TZVPD RIJCOSX def2/J DEFGRID3
* xyz -1 1
C -1.022 -0.987 0.822
H -1.429 -1.772 0.257
C -0.269 -0.242 -1.628
H 1.011 -1.776 -2.153
C 1.132 1.750 1.528
N 0.242 1.153 0.473
H -1.322 -0.312 -1.856
H 0.261 0.555 -2.020
O 0.809 2.969 1.515
O 1.878 1.063 2.181
O -0.001 -1.597 -2.102
H -0.156 1.899 -0.065
H -0.557 -1.506 1.732
H 1.031 -0.776 0.178
C 0.140 -0.194 0.006
H -1.746 -0.228 1.133
*
```

## Properties
* LUMO level: 3.400 eV
* Kohn-Sham gap: 7.35 eV
* E: -437.71249 a.u.
* HOMO energy: -3.9536 eV
* ΔE to the lowest compared entry with this formula, charge and spin: 2.531 eV

Entry 5:
ORCA calculation (ωB97M-V with the def2-TZVPD basis set) on a cluster of 2 separate species, C4H8NO3 in total.

ORCA input file:
```
! wB97M-V def2-TZVPD RIJCOSX def2/J DEFGRID3
* xyz -1 1
H -0.004 -0.806 2.121
H -0.359 2.336 -1.274
H -0.197 -1.394 -0.927
H -0.049 0.922 0.417
H 1.176 -1.656 1.374
N 1.742 0.940 1.336
O -2.120 1.325 -1.252
O -0.426 1.034 -2.730
O -0.709 -2.880 0.252
H 1.170 0.048 -0.564
H 1.789 1.945 1.115
C 0.891 0.324 0.486
C -0.632 -1.583 0.096
H -1.621 -1.129 0.212
C -1.015 1.548 -1.761
C 0.365 -0.974 1.098
*
```

## Properties
* LUMO level: -0.307 eV
* Kohn-Sham gap: 4.23 eV
* E: -437.49967 a.u.
* HOMO energy: -4.5361 eV
* ΔE to the lowest compared entry with this formula, charge and spin: 8.322 eV

Entry 6:
ORCA calculation (ωB97M-V with the def2-TZVPD basis set) on the ion C4H8NO3 with charge +1.

ORCA input file:
```
! wB97M-V def2-TZVPD RIJCOSX def2/J DEFGRID3
* xyz 1 1
C 0.364 -0.405 -0.261
O 0.771 1.482 -1.686
O -0.577 -0.181 -2.395
O -0.536 -0.829 2.566
C 0.215 0.084 2.326
H -0.379 0.045 -3.317
H 1.063 -1.225 -0.344
C 0.730 0.445 0.956
H 0.589 0.780 3.097
H -0.955 -1.488 0.921
H -1.696 -0.311 0.007
H -1.205 -1.755 -0.689
C 0.251 0.431 -1.523
H 0.493 1.481 0.736
N -0.977 -1.032 -0.005
H 1.816 0.494 1.082
*
```

## Properties
* LUMO level: -3.723 eV
* Kohn-Sham gap: 11.25 eV
* E: -437.44531 a.u.
* HOMO energy: -14.9743 eV
* ΔE to the lowest compared entry with this formula, charge and spin: 0.104 eV

Which value of LUMO level does entry 2 give? 4.071 eV

What is the Kohn-Sham gap in the second record? 8.81 eV

Kohn-Sham gap of number 2 (C4H8NO3)? 8.81 eV